[1]
The following is a quantum chemistry calculation of a structure of composition C32H34BrN5O2Tl, from the Open Molecules 2025 dataset.

- max |F| (eV/Å) = 0.936
- HOMO-LUMO gap (eV) = 4.658
- net charge = +1

Atoms and positions in Å:
Tl  12.518  16.532  6.230
Br  10.888  14.211  4.668
O  18.008  14.089  4.849
O  14.788  16.372  6.589
N  13.624  13.938  5.994
N  12.005  16.645  8.996
N  11.080  18.619  7.345
N  13.033  19.313  5.567
N  14.908  13.987  6.339
C  19.502  15.315  7.894
C  12.092  8.562  7.108
C  11.431  8.281  8.298
C  11.494  12.857  5.846
C  12.359  15.316  9.488
C  11.831  9.755  6.436
C  11.430  20.661  4.396
C  10.923  10.687  6.959
C  8.399  16.575  9.779
C  10.861  19.688  6.610
C  10.532  9.199  8.840
C  18.072  14.650  6.077
C  10.595  11.916  6.192
C  10.148  18.018  8.175
C  11.825  19.893  5.517
C  17.146  15.756  7.998
C  12.986  17.650  9.464
C  13.837  19.103  4.360
C  12.893  12.915  6.255
C  8.751  18.163  8.038
C  9.749  16.321  9.854
C  7.876  17.475  8.849
C  19.339  14.717  6.664
C  16.957  15.204  6.736
C  9.440  21.416  5.622
C  10.264  10.386  8.161
C  10.648  17.010  9.040
C  18.400  15.819  8.581
C  13.874  19.457  6.776
C  10.289  21.412  4.468
C  9.709  20.572  6.657
C  15.550  15.302  6.127
H  13.131  17.570  10.557
H  15.652  15.396  5.029
H  20.167  14.281  6.118
H  11.635  7.353  8.805
H  13.271  12.054  6.817
H  10.106  15.558  10.536
H  14.420  20.001  4.126
H  12.303  15.209  10.576
H  11.696  14.562  9.052
H  13.932  17.467  8.950
H  20.487  15.362  8.341
H  10.057  22.075  3.653
H  16.283  16.169  8.498
H  14.602  20.244  6.554
H  9.539  11.082  8.561
H  18.513  16.259  9.560
H  14.426  18.537  6.970
H  7.733  16.011  10.419
H  9.110  20.588  7.566
H  12.805  7.860  6.706
H  13.238  18.802  3.505
H  10.036  8.974  9.773
H  6.812  17.578  8.726
H  17.098  14.032  4.552
H  12.074  20.773  3.535
H  13.289  19.759  7.639
H  12.638  18.659  9.267
H  12.297  9.956  5.490
H  9.576  12.010  5.836
H  13.381  15.121  9.171
H  8.349  18.755  7.231
H  8.615  22.105  5.684
H  15.277  13.360  7.046
H  14.535  18.296  4.610

Which charges does Mulliken predict for the atoms? In e, they are:
1 Tl 1.30
2 Br -0.16
3 O -0.64
4 O -0.93
5 N -0.26
6 N 0.53
7 N 0.18
8 N 0.21
9 N 0.06
10 C -0.37
11 C -0.65
12 C -0.41
13 C 0.23
14 C -1.37
15 C -0.26
16 C -0.84
17 C 0.36
18 C -0.60
19 C 0.44
20 C -0.55
21 C 0.61
22 C -0.85
23 C 0.41
24 C 1.24
25 C -0.03
26 C -0.72
27 C -1.16
28 C -0.29
29 C -1.17
30 C -0.43
31 C -1.00
32 C -0.76
33 C 0.58
34 C -0.90
35 C -0.36
36 C 0.52
37 C -0.89
38 C -0.69
39 C -0.59
40 C -1.09
41 C -0.79
42 H 0.39
43 H 0.09
44 H 0.43
45 H 0.39
46 H 0.44
47 H 0.45
48 H 0.38
49 H 0.39
50 H 0.53
51 H -0.07
52 H 0.38
53 H 0.42
54 H 0.17
55 H 0.54
56 H 0.44
57 H 0.41
58 H 0.04
59 H 0.41
60 H 0.82
61 H 0.40
62 H 0.41
63 H 0.39
64 H 0.43
65 H 0.36
66 H 0.48
67 H 0.27
68 H 0.32
69 H 0.52
70 H 0.44
71 H 0.20
72 H 0.74
73 H 0.43
74 H 0.39
75 H 0.26


[2]
The following is a quantum chemistry calculation of a structure of composition C8H20AsF8N5O8S2Tl at a distorted geometry, from the Open Molecules 2025 dataset.

- max |F| (eV/Å) = 11.239
- HOMO-LUMO gap (eV) = 3.080
- net charge = +1

Atoms and positions in Å:
Tl  -0.249  -0.309  0.202
As  0.022  -3.260  -3.227
S  0.398  2.958  2.415
S  2.048  2.957  0.813
F  0.330  -1.944  -1.991
F  0.587  -4.359  -1.984
F  2.495  2.043  -0.458
F  -0.663  -1.967  -4.385
F  -0.864  1.986  2.662
F  -1.659  -3.445  -2.561
F  1.609  -2.861  -4.054
F  -0.292  -4.670  -4.376
O  1.053  2.852  3.668
O  1.552  4.177  0.138
O  0.617  0.728  -2.419
O  -0.308  4.204  2.042
O  3.267  3.041  1.656
O  -1.376  -1.204  2.653
O  2.438  -0.900  -0.487
O  -2.793  0.896  1.030
N  -0.898  -2.651  4.174
N  0.992  1.961  1.197
N  3.956  -2.430  -0.217
N  0.493  0.331  -4.586
N  -3.752  2.527  2.212
C  0.881  1.059  -3.561
C  -3.801  1.384  1.557
C  -1.570  -1.666  3.697
C  3.451  -1.388  -0.920
C  -2.582  -0.973  4.568
C  -5.103  0.604  1.724
C  1.563  2.318  -3.903
C  4.190  -0.777  -2.043
H  3.475  -0.367  -2.756
H  -1.129  -3.128  5.034
H  2.338  2.668  -3.221
H  -2.983  -1.606  5.359
H  -2.111  -0.095  5.010
H  0.716  2.988  -3.756
H  0.155  -0.569  -4.278
H  4.569  -3.044  -0.733
H  -0.313  -3.162  3.528
H  -4.466  2.821  2.862
H  -3.393  -0.504  4.011
H  4.804  -1.486  -2.598
H  -2.869  2.997  2.354
H  -5.493  1.033  2.647
H  -5.803  0.736  0.899
H  3.412  -2.809  0.545
H  1.908  2.389  -4.934
H  4.872  0.029  -1.773
H  -4.911  -0.457  1.882
H  1.188  0.348  -5.318

Which charges does Mulliken predict for the atoms? In e, they are:
1 Tl 1.61
2 As 1.91
3 S 0.89
4 S 0.88
5 F -0.45
6 F -0.44
7 F -0.17
8 F -0.59
9 F -0.17
10 F -0.49
11 F -0.47
12 F -0.48
13 O -0.51
14 O -0.53
15 O -0.20
16 O -0.54
17 O -0.50
18 O -0.49
19 O -0.33
20 O -0.45
21 N -0.39
22 N -0.05
23 N -0.40
24 N -0.22
25 N -0.31
26 C 0.48
27 C 0.69
28 C 0.62
29 C 0.61
30 C -0.80
31 C -1.14
32 C -0.98
33 C -0.75
34 H -0.01
35 H 0.21
36 H 0.25
37 H 0.38
38 H 0.27
39 H 0.32
40 H 0.24
41 H 0.24
42 H 0.22
43 H 0.23
44 H 0.04
45 H 0.41
46 H 0.17
47 H 0.40
48 H 0.33
49 H 0.21
50 H 0.41
51 H 0.29
52 H 0.29
53 H 0.28


[3]
The following is a quantum chemistry calculation of the molecule C22H17FN2OS at a distorted geometry, from the Open Molecules 2025 dataset.

- max |F| (eV/Å) = 7.863
- HOMO-LUMO gap (eV) = 7.603
- net charge = 0

Atoms and positions in Å:
S  5.949  -2.797  1.770
F  -5.080  0.661  -5.214
O  6.839  -2.473  0.628
N  -0.295  -0.078  1.041
N  -3.726  3.270  2.605
C  -2.598  2.717  0.494
C  2.243  -1.247  1.800
C  4.383  -2.134  1.209
C  -3.500  3.556  1.303
C  -2.301  0.297  -1.981
C  -4.599  0.087  -2.943
C  3.514  -1.704  2.200
C  6.321  -1.347  2.831
C  0.514  -0.667  0.161
C  -1.331  0.450  0.363
C  -3.251  2.075  3.147
C  -1.985  0.986  -3.165
C  -1.321  0.122  -0.901
C  -2.162  1.452  1.000
C  -2.497  1.140  2.342
C  -4.162  0.748  -4.195
C  -2.893  1.153  -4.274
C  3.952  -2.185  -0.184
C  -0.007  -0.509  -1.221
C  -3.674  -0.214  -1.878
C  1.821  -1.258  0.459
C  2.638  -1.772  -0.573
H  2.340  -1.825  -1.634
H  -0.270  -1.430  -1.828
H  -3.529  1.616  4.089
H  6.932  -0.699  2.170
H  -3.961  4.347  0.807
H  7.021  -1.755  3.645
H  -3.767  -0.837  -1.132
H  0.710  0.204  -1.710
H  5.535  -0.850  3.304
H  -2.481  1.591  -5.151
H  -2.074  0.214  2.709
H  1.629  -0.791  2.527
H  -5.581  -0.282  -3.033
H  -2.573  2.880  -0.568
H  3.717  -1.653  3.221
H  4.516  -2.443  -1.090
H  -0.956  1.387  -3.149

Which charges does Mulliken predict for the atoms? In e, they are:
1 S 0.44
2 F -0.30
3 O -0.63
4 N -0.54
5 N -0.64
6 C -0.44
7 C -0.80
8 C 0.65
9 C -0.26
10 C -0.03
11 C -0.76
12 C -0.58
13 C -0.96
14 C 0.07
15 C 0.29
16 C -0.32
17 C 0.02
18 C 0.10
19 C 0.31
20 C -0.63
21 C 0.50
22 C -0.79
23 C -0.80
24 C -0.41
25 C -0.60
26 C 0.60
27 C -0.46
28 H 0.36
29 H 0.36
30 H 0.34
31 H 0.30
32 H 0.45
33 H 0.28
34 H 0.74
35 H 0.41
36 H 0.41
37 H 0.41
38 H 0.39
39 H 0.49
40 H 0.42
41 H 0.39
42 H 0.52
43 H 0.37
44 H 0.34


[4]
The following is a quantum chemistry calculation of a structure of composition C43H32Cl2F5N7O3W at a distorted geometry, from the Open Molecules 2025 dataset.

- max |F| (eV/Å) = 1.476
- HOMO-LUMO gap (spin up / spin down) (eV) = 5.449 / 5.441
- net charge = +2

Atoms and positions in Å:
W  -0.168  0.240  0.473
Cl  -3.908  -4.215  4.181
Cl  -3.758  -5.548  1.329
F  -0.234  5.166  0.556
F  1.338  3.260  0.571
F  0.617  5.508  2.508
F  -0.589  2.015  1.458
F  -1.251  4.418  2.316
O  0.411  -3.575  -0.530
O  -0.992  -0.048  4.484
O  -3.516  0.714  1.299
N  -0.531  2.772  -3.030
N  -0.634  -1.646  0.050
N  1.241  1.537  -2.323
N  -0.807  1.376  -1.178
N  1.450  0.515  2.030
N  -0.777  -0.600  2.245
N  -0.136  -1.071  -2.929
C  -0.069  -0.923  -4.248
C  3.560  -1.514  -0.716
C  -4.497  1.731  -1.745
C  -2.515  0.490  0.851
C  1.521  -0.182  -0.601
C  0.241  3.507  -3.993
C  -1.455  -2.351  0.942
C  3.735  1.134  -3.455
C  2.357  -1.237  -0.137
C  2.695  0.956  1.823
C  -0.032  -2.302  -2.445
C  -2.393  3.169  -0.704
C  4.004  -0.722  -1.787
C  1.326  4.269  -3.569
C  1.699  4.942  -5.837
C  0.811  3.334  1.804
C  2.068  4.979  -4.499
C  1.708  1.003  4.364
C  -2.974  -3.499  2.943
C  -0.379  -0.017  3.458
C  -1.393  2.722  -5.754
C  3.007  1.443  4.143
C  -2.312  -2.317  3.211
C  -0.055  4.624  1.775
C  0.129  -3.431  -3.243
C  -2.900  -4.103  1.664
C  -2.143  -3.536  0.670
C  -0.046  1.882  -2.157
C  0.177  -3.263  -4.617
C  -3.081  -0.242  -2.312
C  -3.661  3.718  -0.691
C  3.501  1.407  2.853
C  -0.043  -2.560  -0.965
C  3.249  0.311  -2.291
C  -3.230  1.148  -1.760
C  -1.542  -1.750  2.200
C  0.083  -1.982  -5.132
C  1.983  0.554  -1.709
C  -4.722  2.990  -1.215
C  -2.180  1.891  -1.214
C  0.984  0.555  3.292
C  0.590  4.211  -6.237
C  -0.165  3.479  -5.325
H  -5.722  3.404  -1.210
H  0.217  -4.408  -2.789
H  0.295  4.212  -7.279
H  -1.555  3.732  -0.324
H  4.965  -0.934  -2.241
H  -1.511  2.760  -6.834
H  2.909  5.577  -4.178
H  3.058  0.969  0.808
H  0.291  -4.118  -5.270
H  -1.513  2.991  -2.948
H  -2.235  -0.765  -1.875
H  1.248  0.993  5.343
H  4.724  0.807  -3.764
H  -2.102  -4.014  -0.297
H  -2.400  -1.852  4.179
H  4.505  1.736  2.624
H  4.172  -2.327  -0.352
H  1.564  4.327  -2.512
H  -2.918  -0.221  -3.392
H  1.693  2.014  -3.094
H  -2.298  3.148  -5.312
H  -0.141  0.094  -4.620
H  -5.328  1.164  -2.148
H  -3.817  4.704  -0.273
H  3.616  1.805  4.961
H  -1.353  1.672  -5.455
H  3.808  2.196  -3.205
H  2.265  5.501  -6.570
H  2.030  -1.830  0.708
H  3.078  1.038  -4.326
H  -3.989  -0.815  -2.130
H  0.124  -1.801  -6.198

Which charges does Mulliken predict for the atoms? In e, they are:
1 W 1.77
2 Cl -0.14
3 Cl -0.16
4 F -0.25
5 F -0.13
6 F -0.28
7 F -0.63
8 F -0.23
9 O -0.48
10 O -0.60
11 O -0.16
12 N 0.46
13 N 0.91
14 N 0.99
15 N 0.76
16 N 0.38
17 N 0.33
18 N 0.69
19 C -0.05
20 C -1.43
21 C -1.12
22 C 0.09
23 C -1.29
24 C 0.21
25 C 0.48
26 C -1.67
27 C 0.62
28 C -0.02
29 C 0.51
30 C 0.34
31 C -0.95
32 C -0.08
33 C -0.85
34 C -0.26
35 C -0.82
36 C -0.63
37 C 0.17
38 C -0.16
39 C -1.20
40 C -0.74
41 C -1.32
42 C 0.85
43 C -0.73
44 C -0.39
45 C -0.48
46 C 0.36
47 C -0.94
48 C -1.46
49 C -0.99
50 C -0.79
51 C -0.51
52 C 0.91
53 C 1.56
54 C 0.60
55 C -0.93
56 C 0.81
57 C -1.10
58 C -2.05
59 C 0.78
60 C -0.88
61 C 0.55
62 H 0.45
63 H 0.64
64 H 0.45
65 H 0.61
66 H 0.47
67 H 0.44
68 H 0.48
69 H 0.32
70 H 0.46
71 H 0.31
72 H -0.02
73 H 0.58
74 H 0.48
75 H 0.67
76 H 0.72
77 H 0.51
78 H 0.58
79 H 0.62
80 H 0.31
81 H -0.03
82 H 0.36
83 H -0.05
84 H 0.55
85 H 0.55
86 H 0.48
87 H 0.09
88 H 0.39
89 H 0.43
90 H 0.42
91 H 0.31
92 H 0.64
93 H 0.54


[5]
The following is a quantum chemistry calculation of a structure of composition C8H22FeN2O6S at a distorted geometry, from the Open Molecules 2025 dataset.

- max |F| (eV/Å) = 11.044
- HOMO-LUMO gap (spin up / spin down) (eV) = 7.690 / 4.909
- net charge = +1
- expectation value of S² = 8.760
- 2S+1 = 6

Atoms and positions in Å:
Fe  7.513  16.765  -34.103
S  8.319  15.628  -31.885
O  9.506  17.260  -34.626
O  9.696  15.413  -31.374
O  7.654  14.896  -30.784
O  7.041  18.795  -34.382
O  7.910  17.042  -32.088
O  8.086  15.040  -33.240
N  7.509  16.206  -36.159
N  5.414  16.581  -33.867
C  9.203  15.221  -37.747
C  9.906  16.710  -35.885
C  8.888  15.663  -36.336
C  3.365  17.987  -34.355
C  5.629  19.025  -34.391
C  7.745  20.022  -34.204
C  10.605  17.816  -33.903
C  4.837  17.750  -34.642
H  7.603  20.398  -33.190
H  2.798  17.062  -34.243
H  4.947  17.487  -35.696
H  5.324  19.495  -33.448
H  10.864  16.196  -35.784
H  10.200  14.782  -37.806
H  8.798  19.827  -34.379
H  4.895  15.771  -34.203
H  2.903  18.523  -35.186
H  5.404  19.737  -35.191
H  5.017  16.645  -32.926
H  11.231  17.024  -33.490
H  3.196  18.590  -33.461
H  11.202  18.459  -34.555
H  7.409  20.751  -34.944
H  10.030  17.518  -36.616
H  9.226  16.080  -38.426
H  6.891  15.503  -36.566
H  9.068  14.832  -35.651
H  8.492  14.483  -38.116
H  10.213  18.428  -33.094
H  7.415  16.907  -36.904

Which charges does Mulliken predict for the atoms? In e, they are:
1 Fe 0.58
2 S 1.54
3 O 0.23
4 O -0.66
5 O -0.67
6 O -0.11
7 O -0.58
8 O -0.58
9 N -0.34
10 N -0.38
11 C -1.54
12 C -0.73
13 C 0.05
14 C -1.51
15 C -0.81
16 C -0.84
17 C -1.12
18 C 0.28
19 H 0.30
20 H 0.41
21 H 0.21
22 H 0.48
23 H 0.46
24 H 0.41
25 H 0.27
26 H 0.32
27 H 0.42
28 H 0.51
29 H 0.33
30 H 0.32
31 H 0.40
32 H 0.43
33 H 0.34
34 H 0.41
35 H 0.41
36 H 0.37
37 H 0.29
38 H 0.42
39 H 0.33
40 H 0.36


[6]
The following is a quantum chemistry calculation of a structure of composition C4H6O7 at a distorted geometry, from the Open Molecules 2025 dataset.

- max |F| (eV/Å) = 4.795
- HOMO-LUMO gap (eV) = 9.012
- net charge = 0

Atoms and positions in Å:
O  -0.653  -1.445  -2.838
O  0.477  0.765  1.370
O  -1.007  0.484  -1.849
O  -0.447  -2.269  -0.056
O  0.248  2.092  -0.955
O  -1.726  -0.184  1.156
O  1.433  -1.019  -0.427
C  -0.497  -0.713  -1.926
C  0.109  -1.119  -0.580
C  -0.578  0.323  0.534
C  -0.786  1.248  -0.687
H  1.879  -1.837  -0.044
H  -1.183  -2.458  -0.694
H  1.073  1.566  -1.162
H  -1.436  -0.619  2.036
H  -1.765  1.915  -0.515
H  0.673  1.663  1.364

Which charges does Mulliken predict for the atoms? In e, they are:
1 O -0.53
2 O -0.53
3 O -0.34
4 O -0.51
5 O -0.56
6 O -0.54
7 O -0.50
8 C 0.33
9 C 0.61
10 C 0.63
11 C -0.17
12 H 0.38
13 H 0.36
14 H 0.39
15 H 0.38
16 H 0.29
17 H 0.30


[7]
The following is a quantum chemistry calculation of a structure of composition C7H17AlBBrIN2O3 at a distorted geometry, from the Open Molecules 2025 dataset.

- max |F| (eV/Å) = 3.376
- HOMO-LUMO gap (eV) = 7.143
- net charge = -1

Atoms and positions in Å:
I  -2.905  -2.298  2.989
Br  2.718  0.958  2.223
Al  0.764  -0.064  1.162
O  -2.619  0.252  1.515
O  -0.403  0.925  -1.621
O  1.365  -1.584  -1.789
N  -1.506  -1.744  -0.591
N  0.471  2.724  -0.149
C  -0.518  3.543  -0.897
C  -0.629  -0.152  2.698
C  0.930  -2.441  -0.727
C  -0.554  -2.845  -0.831
C  1.757  2.932  -0.866
C  -2.001  -0.412  2.226
C  1.353  -1.931  0.651
B  0.203  1.251  -0.375
H  1.481  -3.392  -0.903
H  2.100  3.964  -0.697
H  -2.078  -1.661  -1.430
H  0.922  -2.637  1.389
H  -2.173  -2.091  0.098
H  -0.599  0.835  3.186
H  -0.395  3.473  -1.989
H  -0.684  -3.670  -0.112
H  0.631  -1.418  -2.393
H  -0.671  -3.316  -1.825
H  2.521  2.238  -0.490
H  -1.526  3.211  -0.607
H  -0.390  4.590  -0.577
H  -0.300  -0.894  3.435
H  1.658  2.765  -1.955
H  -1.364  0.916  -1.496
H  2.444  -2.028  0.748

Which charges does Mulliken predict for the atoms? In e, they are:
1 I -0.23
2 Br -0.59
3 Al -0.14
4 O -0.44
5 O -0.57
6 O -0.55
7 N -0.27
8 N -0.30
9 C -0.96
10 C -0.46
11 C 0.17
12 C -1.11
13 C -1.13
14 C 0.09
15 C -0.76
16 B 1.11
17 H 0.27
18 H 0.29
19 H 0.25
20 H 0.34
21 H 0.07
22 H 0.27
23 H 0.26
24 H 0.40
25 H 0.32
26 H 0.39
27 H 0.27
28 H 0.31
29 H 0.31
30 H 0.48
31 H 0.30
32 H 0.23
33 H 0.39


[8]
The following is a quantum chemistry calculation of the molecule H3NS2 at a distorted geometry, from the Open Molecules 2025 dataset.

- max |F| (eV/Å) = 1.641
- HOMO-LUMO gap (eV) = 8.727
- net charge = 0

Atoms and positions in Å:
S  0.966  0.644  -1.562
S  -0.125  0.385  0.449
N  0.439  -0.398  1.643
H  0.952  0.180  2.253
H  -0.351  -0.637  -0.395
H  1.800  1.492  -1.069

Which charges does Mulliken predict for the atoms? In e, they are:
1 S -0.30
2 S 0.18
3 N -0.47
4 H 0.24
5 H 0.22
6 H 0.13